1.
A single C5H2N2S molecule. Source: the Open Molecules 2025 dataset; level of theory: ωB97M-V/def2-TZVPD.

Summary:
- LUMO level: -0.0944 Eh
- Highest occupied orbital energy: -0.3578 Ha
- F_max: 5.24 eV Å⁻¹

XYZ file:
```
10
Properties=species:S:1:pos:R:3:forces:R:3
S 2.086659 -2.220497 -1.279109 -1.8 2.7 1.5
N -1.775819 -1.138884 1.755758 2.3 3.5 -1.8
N -1.267416 3.059299 -0.102642 0.0 0.4 -0.2
C -0.808284 2.020942 0.046266 0.3 -1.8 1.2
C 0.710295 0.213064 -0.458470 -0.5 -1.1 -1.5
C -1.149825 -0.272328 1.236811 -0.2 -1.4 0.1
C 1.017656 -1.244002 -0.344521 3.5 -0.8 -3.8
C -0.274583 0.666708 0.342843 -2.2 0.2 0.2
H 0.493180 -1.919309 0.236116 -1.5 -0.3 1.8
H 0.968137 0.835006 -1.433053 0.1 -1.3 2.6
```
Positions in Å, forces in eV/Å.

2.
C39H52GeNO7P2SSi3V as an isolated structure. Source: the Open Molecules 2025 dataset; level of theory: ωB97M-V/def2-TZVPD.

Summary:
- LUMO level (alpha / beta): 0.0744 / 0.0717 Eh
- Highest occupied orbital energy (alpha / beta): -0.1341 / -0.1325 Ha
- Net charge: -1
- F_max: 2.60 eV Å⁻¹
- Spin multiplicity: 2

XYZ file:
```
107
Properties=species:S:1:pos:R:3:forces:R:3
Ge -2.293538 1.373048 0.035718 -0.1 0.5 0.1
V -0.056594 0.138435 0.431005 1.1 0.4 -2.3
S 4.647547 0.240569 0.252588 0.1 0.1 0.0
P -0.050646 -0.703276 3.064008 -0.2 -0.4 0.8
P -1.432317 -2.944452 1.515558 -0.2 0.1 0.0
Si -4.512990 0.624689 0.587808 -0.2 0.0 -0.1
Si -2.211764 3.114811 1.745006 0.0 0.1 0.0
Si -2.721770 2.097267 -2.225768 0.0 -0.1 0.0
O -2.610258 -3.965846 1.888459 0.1 0.3 0.2
O -2.012831 -2.113534 4.027717 0.1 0.0 0.1
O 1.292537 -0.733739 2.440756 -0.3 0.0 -0.2
O -1.017951 0.216137 2.292567 0.3 -0.6 -0.2
O -0.348929 -3.531770 0.724140 0.0 0.0 0.0
O -2.183890 -1.671177 0.897352 1.1 -0.6 0.8
O -0.008208 -0.250514 4.590147 -0.2 0.0 0.1
N 2.233911 -0.588151 -0.070378 0.0 -0.1 0.2
C 1.752036 -2.682340 -3.693070 0.1 0.0 0.1
C 3.504398 -4.070109 0.135781 0.0 0.0 0.0
C 1.069406 -4.383252 -5.763558 0.0 0.0 0.0
C 1.208528 4.266848 -0.636293 0.0 0.0 0.0
C -0.309632 -0.629839 -1.302635 -0.1 0.1 1.4
C 3.026744 -1.732594 0.057083 -0.3 0.2 -0.1
C 0.448263 -3.185316 -3.745894 -0.2 -0.1 0.2
C -1.337653 3.034925 -3.080076 0.2 0.1 0.1
C -0.526175 3.561129 2.470017 0.2 0.0 0.0
C 2.703067 -3.045753 -4.633515 -0.1 0.0 0.0
C -3.686382 -4.045561 -1.010682 0.0 0.0 -0.1
C 2.582107 -3.051024 -0.012160 -0.1 0.0 -0.1
C 2.934455 0.487953 0.016003 0.1 0.2 -0.1
C -1.505840 -5.110727 -2.335156 0.0 0.0 0.0
C -2.984580 0.569870 -3.281976 -0.1 -0.2 0.0
C 4.386526 -1.470975 0.238102 0.1 0.0 0.0
C 3.145519 2.933619 -0.291367 0.1 -0.1 0.0
C 0.083123 -3.409382 3.770914 0.0 0.1 0.0
C 0.120514 -4.023529 -4.816770 0.0 0.0 0.0
C -3.563557 -5.429127 -1.115610 0.0 0.0 0.1
C -0.881460 -2.376882 3.192552 0.2 0.1 -0.5
C -4.262236 3.162199 -2.449296 -0.2 0.1 0.1
C 0.912964 1.875683 -0.133478 0.4 0.6 0.2
C -0.402458 -1.635422 -2.055409 -0.2 -0.1 0.0
C -2.941225 4.757481 1.165509 -0.1 0.1 -0.1
C 0.409729 3.154631 -0.416574 0.0 -0.1 -0.1
C -3.163374 2.627819 3.301384 -0.1 -0.2 0.1
C -2.464023 -5.951585 -1.785294 0.1 0.1 0.0
C -5.628548 2.150246 0.714874 0.0 0.2 0.0
C -0.546822 -2.802783 -2.713109 0.1 -0.2 -0.1
C -5.339821 -0.363063 -0.789695 0.1 -0.2 -0.2
C 4.863466 -3.799350 0.335403 0.0 0.0 0.0
C 5.320246 -2.495268 0.379991 0.0 0.0 0.0
C -2.728405 -3.206628 -1.560028 -0.1 0.1 -0.2
C -1.614287 -3.716667 -2.238264 0.1 0.2 -0.2
C 2.324856 1.818299 -0.119326 0.1 -0.2 0.0
C 2.371563 -3.907380 -5.672385 -0.1 0.0 0.0
C 2.590196 4.170704 -0.553181 0.0 0.0 0.0
C -4.812129 -0.379294 2.155856 0.2 -0.1 0.3
H -0.896290 -0.296216 4.982651 0.2 0.0 -0.1
H -5.020914 0.263398 3.015625 0.0 -0.1 -0.1
H -2.851432 5.513405 1.956667 0.0 -0.1 -0.1
H -4.751043 -1.239388 -1.085353 -0.1 0.1 0.0
H 4.224455 2.822331 -0.242613 0.0 0.0 0.0
H -2.829521 -2.130858 -1.466765 0.0 -0.1 0.0
H 2.009920 -2.003403 -2.889282 0.0 0.0 0.0
H -1.676479 -0.886669 1.292169 -1.8 -0.2 0.0
H -4.124693 2.155189 3.109063 0.0 0.1 0.1
H -2.628887 -2.852527 3.956117 0.0 0.0 0.0
H -0.425008 -4.367116 3.900628 0.0 0.0 0.0
H -2.411637 5.127799 0.278437 -0.1 0.0 0.1
H -5.486255 0.252708 -1.682554 0.0 -0.1 0.1
H 3.711784 -2.657933 -4.548617 0.0 0.0 0.0
H -1.527480 3.050216 -4.159446 0.0 0.0 0.1
H -6.683431 1.854865 0.636821 0.1 0.0 0.0
H -5.670310 -1.044136 2.009593 0.0 0.1 0.0
H 6.371124 -2.271955 0.519307 0.0 0.0 0.0
H -4.208572 4.081279 -1.853326 0.0 -0.1 -0.1
H -4.363136 3.443513 -3.505310 0.0 0.0 0.1
H -5.411742 2.843135 -0.104575 -0.1 -0.1 0.1
H -1.261020 4.070353 -2.729128 0.0 -0.1 -0.1
H 5.566429 -4.615759 0.452121 0.0 0.0 0.0
H -4.308418 -6.082693 -0.678052 0.0 0.0 -0.1
H -2.988698 -4.361562 1.083720 0.0 -0.1 -0.1
H -4.000537 4.655626 0.904057 0.1 0.0 0.0
H -3.862321 -0.000269 -2.964884 0.1 0.0 -0.1
H -0.373356 2.550156 -2.906247 0.0 0.0 -0.1
H 0.121862 2.686715 2.558377 0.0 0.0 0.0
H 3.110647 -4.190784 -6.411719 0.0 0.0 0.0
H -2.346494 -7.025526 -1.873994 0.0 0.0 0.0
H -0.898389 -4.375925 -4.919458 0.0 -0.1 0.0
H -2.562371 1.924423 3.888029 0.0 0.1 -0.1
H -6.322829 -0.708235 -0.448368 0.1 0.0 0.0
H -0.633132 -5.541338 -2.808171 0.0 0.0 0.0
H 0.462416 -3.068816 4.734807 0.0 0.0 0.0
H -0.677374 3.969335 3.476799 0.0 0.0 -0.1
H -5.168979 2.624554 -2.154023 0.1 0.1 -0.1
H 0.920847 -3.550383 3.088164 0.0 0.0 0.0
H -3.118657 0.847904 -4.334200 0.0 0.0 0.1
H -3.947079 -0.993106 2.411193 -0.1 0.0 0.0
H 0.745750 5.221461 -0.863906 0.0 0.0 0.0
H -4.547544 -3.619984 -0.506042 0.0 0.1 0.0
H -5.499828 2.705160 1.647451 0.0 -0.1 -0.1
H -3.339427 3.520555 3.913961 0.0 -0.1 0.0
H 3.163029 -5.097908 0.093237 0.0 0.0 0.0
H -2.113203 -0.085979 -3.208662 -0.1 0.0 -0.1
H 1.530280 -3.251192 -0.170053 0.0 0.0 0.0
H 3.219567 5.040723 -0.699861 0.0 0.0 0.0
H 0.006510 4.301398 1.872156 0.0 0.0 0.1
H -0.658175 3.308365 -0.465840 0.0 0.0 0.0
H 0.789801 -5.037027 -6.582464 0.0 0.0 0.0
```
Positions in Å, forces in eV/Å.